C37H73ClN3O10P | the ωB97M-V functional and the def2-TZVPD basis

```
125
Properties=species:S:1:pos:R:3:lowdin_charge:R:1
H -2.85537 3.46754 -4.12787 0.042
N -2.52886 3.50187 -3.14306 0.060
C -2.76158 2.32381 -2.58476 -0.175
C -2.35443 2.17290 -1.04415 -0.137
C -1.47541 0.88304 -0.71476 -0.041
C -2.25299 -0.45883 -0.39704 -0.095
C -3.84580 -0.45206 -0.44411 -0.191
C -4.55554 0.19161 0.84641 -0.244
N -5.67641 1.06738 0.31184 -0.047
C -1.40836 -1.72587 -0.05205 -0.194
P -2.40325 -3.28799 0.37759 0.919
C -2.41309 -3.43037 2.29673 -0.281
O -1.63767 -4.69780 -0.27850 -0.380
C 0.17401 -1.68327 -0.06463 -0.118
N 0.86378 -2.93004 0.27208 -0.040
C 1.40363 -3.64886 -0.92379 -0.190
C 2.81548 -4.33763 -0.49155 -0.193
C 2.90611 -4.70652 1.06766 -0.259
C 3.47047 -3.53627 2.01250 -0.132
C 0.95730 -0.38709 -0.38083 0.034
C 0.09297 0.90577 -0.68481 0.034
C 0.94076 2.23209 -0.98188 -0.187
O 0.51077 3.23537 -1.60480 0.050
C 2.48669 2.31338 -0.50362 -0.125
O 3.02232 3.62961 -0.34540 -0.089
C 2.52617 4.07069 0.97528 -0.201
C 1.61330 5.38447 0.90617 -0.184
C 1.14333 5.68772 2.44601 -0.121
C 3.27925 1.16594 -0.25359 -0.075
C 4.81431 1.13836 0.17417 -0.559
Cl 5.79083 1.37041 -1.39700 0.555
C 5.21837 2.17165 1.32499 -0.254
C 4.43146 1.97162 2.71168 -0.125
C 2.55420 -0.26919 -0.42103 -0.208
O 3.31458 -1.25217 -0.61719 0.019
H -3.27098 1.52712 -3.22347 0.109
H -1.78163 3.10845 -0.71595 0.110
H -3.34929 2.19639 -0.44945 0.105
H -4.28344 -1.49850 -0.59384 0.065
H -4.14040 0.14339 -1.39326 0.108
H -5.06156 -0.63652 1.44903 0.107
H -3.83970 0.84644 1.45957 0.118
H -6.38453 1.20365 1.06283 0.068
H -6.19699 0.51236 -0.40168 0.030
H -1.80435 -2.59577 2.79900 0.019
H -2.09419 -4.48020 2.64946 0.053
H -3.51335 -3.24918 2.59782 0.039
H -2.29112 -5.42288 -0.37959 0.045
H 0.31365 -3.53625 0.89308 0.089
H 1.59006 -2.90534 -1.77379 0.121
H 0.64629 -4.41656 -1.33011 0.109
H 3.72637 -3.75708 -0.89266 0.104
H 2.83541 -5.34806 -1.06268 0.102
H 1.85642 -5.06688 1.39209 0.101
H 3.61279 -5.61190 1.20270 0.104
H 3.15619 -2.52167 1.56425 0.049
H 2.91143 -3.63025 3.02277 0.071
H 4.60366 -3.52063 2.13652 0.071
H 1.89565 3.20760 1.41918 0.135
H 3.38786 4.29693 1.70721 0.118
H 2.26735 6.26586 0.59285 0.114
H 0.64971 5.26777 0.30859 0.106
H 1.58749 6.66209 2.84104 0.069
H 0.00283 5.76162 2.49565 0.072
H 1.49036 4.83197 3.14665 0.071
H 5.10532 0.09143 0.55725 0.119
H 5.14504 3.27614 1.01418 0.101
H 6.34156 1.99680 1.54921 0.118
H 3.32500 1.71530 2.60825 0.076
H 4.47228 2.99032 3.26374 0.075
H 5.00587 1.24569 3.40610 0.086
C -8.74597 -2.82145 -1.64413 -0.084
C -7.57186 -2.50203 -0.74066 -0.308
O -7.08291 -1.19282 -1.01430 -0.127
H -8.45075 -2.75472 -2.69459 0.072
H -9.12730 -3.82634 -1.44793 0.078
H -9.55660 -2.10222 -1.49425 0.076
H -6.75654 -3.20899 -0.90895 0.111
H -7.86343 -2.55545 0.31295 0.113
H -7.80782 -0.57253 -0.85468 0.091
C -5.38566 -2.33116 -3.76424 -0.089
C -3.97727 -1.95511 -4.17994 -0.313
O -3.03369 -2.48913 -3.25975 -0.096
H -5.60266 -1.95528 -2.76120 0.044
H -6.12123 -1.92146 -4.46117 0.080
H -5.50137 -3.41898 -3.72976 0.078
H -3.85955 -0.86920 -4.19219 0.100
H -3.74943 -2.33861 -5.17962 0.109
H -3.13702 -3.45008 -3.26062 0.081
C 3.93332 -0.58960 -4.94285 -0.091
C 5.26263 -1.22739 -5.29602 -0.324
O 6.29896 -0.25372 -5.26367 -0.091
H 3.69725 0.21711 -5.64189 0.076
H 3.12697 -1.32692 -4.96954 0.073
H 3.97076 -0.14532 -3.94362 0.057
H 5.22856 -1.65072 -6.30223 0.110
H 5.51063 -2.02867 -4.59242 0.107
H 6.32812 0.10887 -4.36878 0.061
C 0.30246 -2.20847 6.17198 -0.086
C -0.16272 -1.35119 5.01220 -0.304
O -1.49334 -1.70197 4.64216 -0.118
H 0.26637 -3.26792 5.90452 0.077
H 1.32451 -1.95185 6.46103 0.058
H -0.35240 -2.07567 7.03863 0.074
H 0.48064 -1.50306 4.14271 0.115
H -0.14001 -0.28954 5.27754 0.100
H -2.05878 -1.55665 5.41248 0.090
C 3.31132 2.27900 6.62301 -0.086
C 2.45928 1.05011 6.87390 -0.320
O 2.99042 -0.06887 6.17380 -0.098
H 3.35345 2.50504 5.55423 0.057
H 2.90936 3.14681 7.15168 0.077
H 4.34043 2.11085 6.95407 0.076
H 1.43841 1.21452 6.52224 0.104
H 2.42265 0.81137 7.94166 0.111
H 3.88989 -0.21462 6.49591 0.087
C 1.76853 4.58720 -5.03528 -0.088
C 0.59962 4.85363 -5.96323 -0.324
O -0.33581 3.78480 -5.89364 -0.098
H 2.26474 3.65045 -5.30278 0.074
H 2.49833 5.39939 -5.08344 0.073
H 1.42612 4.48286 -4.00152 0.062
H 0.94280 4.93540 -6.99694 0.109
H 0.09083 5.78476 -5.69334 0.107
H -0.64166 3.72466 -4.97674 0.050
```

Output
HOMO energy: -8.03 eV
frontier orbital gap: 6.92 eV
total energy: -3171.4101 Eh

C37H76Cl12NO4PS | the ωB97M-V functional and the def2-TZVPD basis

```
132
Properties=species:S:1:pos:R:3:lowdin_charge:R:1
C -0.87805 -1.02011 2.20678 -0.119
C 0.13656 -0.75942 1.08651 -0.238
C -0.08209 -1.58389 -0.22574 -0.212
C -1.46980 -2.24547 -0.36502 -0.220
C -1.49245 -3.09962 -1.66453 -0.209
C -2.86032 -3.16919 -2.36903 -0.196
C -3.57742 -1.80844 -2.51107 -0.213
C -4.14805 -1.57818 -3.94227 -0.203
C -5.50145 -0.83561 -3.91740 -0.207
C -5.31303 0.60273 -3.40500 -0.229
C -5.22051 1.67456 -4.50151 -0.187
C -4.92416 3.10831 -3.97231 -0.181
C -4.56120 3.16253 -2.48697 -0.191
C -4.52886 4.62286 -1.91972 -0.113
N -4.86335 4.55326 -0.46442 -0.057
C -4.08977 5.50918 0.34557 -0.155
C -3.17667 4.78821 1.35384 -0.182
C -2.06874 3.97026 0.67797 -0.201
C -0.91701 4.83324 0.09532 -0.203
C 0.45076 4.18309 0.35201 -0.203
C 0.70637 3.04601 -0.68829 -0.189
C 2.20374 2.86548 -1.02202 -0.221
C 2.58646 3.50702 -2.36087 -0.224
C 3.99792 3.11375 -2.82192 -0.269
C 4.04077 1.78491 -3.63681 -0.101
C -6.24791 4.66111 -0.27365 -0.571
O -6.84403 5.62955 -0.13265 0.226
O -6.98867 3.45299 -0.32212 -0.127
P -6.52633 2.33933 0.77083 0.137
O -5.91859 3.06069 2.09023 -0.179
O -5.44188 1.31100 0.14143 -0.191
S -8.09610 1.33801 1.27977 0.296
H -0.53991 -0.44601 3.08273 0.053
H -0.90339 -2.05830 2.53459 0.025
H -1.86736 -0.62366 1.96017 0.064
H 0.20756 0.29841 0.81686 0.071
H 1.11703 -1.05777 1.47814 0.096
H 0.66206 -2.38469 -0.30752 0.047
H 0.03793 -0.89581 -1.07213 0.103
H -1.59279 -2.93860 0.47782 0.094
H -2.28888 -1.52420 -0.28966 0.095
H -0.72956 -2.70545 -2.34314 0.108
H -1.23364 -4.12122 -1.37556 0.069
H -2.66823 -3.52743 -3.38918 0.098
H -3.55317 -3.89568 -1.93180 0.112
H -4.38829 -1.70892 -1.77920 0.112
H -2.89916 -0.96737 -2.32429 0.098
H -4.28861 -2.53566 -4.45174 0.102
H -3.45198 -0.92672 -4.48448 0.111
H -5.98872 -0.89626 -4.89833 0.107
H -6.17713 -1.35995 -3.22907 0.108
H -6.12832 0.85499 -2.71767 0.111
H -4.39684 0.62375 -2.80326 0.091
H -6.18934 1.68026 -5.01617 0.108
H -4.49259 1.34281 -5.25119 0.107
H -5.75609 3.76913 -4.23330 0.107
H -4.04707 3.47153 -4.52401 0.110
H -3.53921 2.79420 -2.34280 0.114
H -5.23670 2.61062 -1.84411 0.059
H -5.28233 5.22815 -2.44078 0.129
H -3.52046 4.99644 -2.08082 0.116
H -3.43953 6.11777 -0.28953 0.118
H -4.69390 6.21889 0.91782 0.126
H -2.68761 5.57863 1.94049 0.114
H -3.73924 4.19044 2.07140 0.085
H -1.59476 3.37309 1.47183 0.104
H -2.43940 3.24780 -0.05894 0.101
H -1.08107 4.97005 -0.97820 0.101
H -0.91048 5.80890 0.59780 0.109
H 0.51937 3.73235 1.34952 0.092
H 1.27545 4.89960 0.25375 0.107
H 0.27209 2.11755 -0.29867 0.084
H 0.14187 3.31138 -1.59119 0.100
H 2.78399 3.33703 -0.22415 0.024
H 2.44637 1.79515 -1.02474 0.113
H 2.54482 4.59834 -2.23840 0.112
H 1.86670 3.24679 -3.14691 0.107
H 4.68490 3.02238 -1.97496 0.048
H 4.40036 3.89986 -3.46858 0.098
H 4.69663 1.07102 -3.13142 0.055
H 3.05527 1.31209 -3.70331 0.066
H 4.40439 1.99332 -4.64366 0.064
H -5.32634 2.40971 2.50377 0.085
H -4.63169 1.31115 0.67929 0.082
Cl 1.04852 -4.89469 0.16593 0.586
C 0.78164 -6.47357 -0.61339 -0.636
C 1.71606 -6.69948 -1.77505 -0.661
Cl 1.35433 -5.62161 -3.14723 0.544
H -0.26054 -6.52313 -0.92327 0.069
H 0.94797 -7.23469 0.14832 0.076
H 1.61101 -7.72135 -2.13769 0.072
H 2.75340 -6.54239 -1.48779 0.067
Cl -1.76769 -7.17891 4.99196 0.517
C -1.08357 -5.65599 5.60955 -0.672
C -1.25575 -4.51696 4.63610 -0.652
Cl -0.25463 -4.72274 3.17574 0.539
H -0.03556 -5.82948 5.84105 0.020
H -1.60557 -5.42927 6.53878 0.075
H -0.94527 -3.58293 5.10421 0.074
H -2.29208 -4.41345 4.32114 0.070
Cl 2.05756 1.40494 3.73148 0.550
C 3.04862 2.73147 4.39396 -0.656
C 3.06298 3.93382 3.48475 -0.637
Cl 3.94831 3.61848 1.97261 0.610
H 4.05251 2.34939 4.56562 0.070
H 2.61507 3.00253 5.35590 0.073
H 3.56439 4.76574 3.97810 0.076
H 2.05416 4.24906 3.22478 0.058
Cl 7.42897 3.43561 1.36068 0.525
C 6.83414 1.97949 0.52108 -0.666
C 7.65979 1.64404 -0.69599 -0.683
Cl 7.45823 2.84011 -2.00057 0.567
H 5.78931 2.14419 0.26357 0.031
H 6.88453 1.15868 1.23569 0.076
H 7.34713 0.68118 -1.09873 0.066
H 8.71813 1.58513 -0.45712 0.023
Cl 10.52106 -0.63789 0.00044 0.558
C 10.96647 -1.60537 -1.42941 -0.656
C 11.25124 -0.74670 -2.63676 -0.658
Cl 9.78468 0.04600 -3.26660 0.557
H 10.16005 -2.30924 -1.62280 0.069
H 11.85852 -2.17037 -1.16193 0.072
H 11.64558 -1.36621 -3.44135 0.072
H 11.98119 0.02799 -2.41229 0.070
Cl -1.06320 -8.75109 7.83636 0.530
C 0.20466 -9.83256 7.20811 -0.656
C 1.58708 -9.24390 7.34715 -0.654
Cl 1.84311 -7.84670 6.27075 0.562
H -0.03140 -10.05663 6.16959 0.068
H 0.14224 -10.75680 7.78137 0.071
H 2.33232 -9.99053 7.07549 0.072
H 1.78117 -8.92132 8.36763 0.068
```

Output
HOMO energy: -8.56 eV
frontier orbital gap: 8.52 eV
total energy: -8073.0272 Eh

C37H81ClN4O3 | the ωB97M-V functional and the def2-TZVPD basis

```
126
Properties=species:S:1:pos:R:3:lowdin_charge:R:1
C 12.03139 -23.07705 30.79180 -0.097
C 12.73044 -23.85145 31.88627 -0.220
C 12.73657 -25.35680 31.48429 -0.094
N 13.14297 -26.32186 32.65041 -0.202
C 13.35016 -27.77482 32.07917 -0.090
C 12.02063 -28.43547 31.75704 -0.157
C 11.12399 -28.39749 33.00646 -0.174
C 10.87036 -26.99558 33.54460 -0.187
C 12.15272 -26.31581 33.89486 -0.087
C 14.53059 -25.88053 33.18423 0.011
H 11.07056 -23.42697 30.41435 0.081
H 12.76341 -22.97032 29.99127 0.086
H 11.59203 -22.13115 31.10857 0.083
H 12.29533 -23.75795 32.88128 0.103
H 13.77591 -23.54728 31.93692 0.108
H 13.44235 -25.52538 30.67094 0.140
H 11.73914 -25.70772 31.21953 0.114
H 14.04667 -27.79403 31.24096 0.143
H 13.78083 -28.30454 32.92889 0.128
H 11.52678 -27.96238 30.90827 0.115
H 12.23649 -29.45026 31.42282 0.128
H 10.12023 -28.80877 32.89965 0.122
H 11.58856 -29.02228 33.76930 0.121
H 10.31952 -26.37022 32.84203 0.118
H 10.15303 -27.02515 34.36476 0.133
H 12.05057 -25.28720 34.24075 0.121
H 12.58538 -26.86007 34.73432 0.138
H 15.02649 -26.72579 33.66143 0.102
H 14.60144 -24.92984 33.71268 0.108
H 15.13042 -25.79119 32.27851 0.106
C 13.17287 -21.36918 22.80494 -0.078
C 14.72655 -21.65042 22.71656 -0.206
C 15.29916 -21.43842 24.11858 -0.140
N 16.81425 -21.58299 24.27836 -0.243
C 17.65731 -20.55323 23.54391 -0.103
C 17.53143 -19.07699 24.08617 -0.131
C 17.63360 -19.04911 25.60668 -0.206
C 16.87993 -20.06048 26.44232 -0.145
C 17.13210 -21.49568 25.82640 -0.056
C 17.25267 -22.98134 23.78950 0.051
H 12.81664 -20.34898 22.94769 0.078
H 12.73154 -22.01808 23.56141 0.071
H 12.77348 -21.71878 21.85290 0.074
H 15.13962 -21.09981 21.87140 0.111
H 14.91265 -22.65137 22.32725 0.102
H 14.85776 -22.14426 24.82219 0.132
H 15.00164 -20.47418 24.53068 0.121
H 17.50238 -20.53664 22.46511 0.130
H 18.71166 -20.82639 23.58668 0.139
H 16.50751 -18.83455 23.80171 0.101
H 18.13696 -18.42065 23.46115 0.129
H 17.47675 -18.05695 26.02990 0.117
H 18.70206 -19.10381 25.81525 0.125
H 15.81074 -19.86475 26.52358 0.105
H 17.26001 -20.04005 27.46371 0.123
H 16.58440 -22.22486 26.42341 0.129
H 18.19218 -21.74892 25.84081 0.137
H 16.68317 -23.63338 24.45178 0.111
H 18.30047 -22.98432 24.08983 0.113
H 17.08861 -23.13044 22.72228 0.109
C 26.04330 -37.27187 27.12917 -0.096
C 24.64954 -36.68411 27.46580 -0.195
C 24.75230 -35.15430 27.92455 -0.116
N 23.46137 -34.42851 28.21280 -0.255
C 22.52227 -34.48084 27.01252 -0.077
C 21.14437 -33.84161 27.38097 -0.148
C 20.50416 -34.34506 28.68144 -0.176
C 21.47971 -34.26743 29.85357 -0.147
C 22.88263 -34.94776 29.55019 -0.069
C 23.86210 -32.94111 28.44271 0.040
H 26.47841 -36.72465 26.29291 0.078
H 25.98210 -38.29767 26.76572 0.079
H 26.73417 -37.34734 27.96887 0.079
H 24.22022 -37.32779 28.23358 0.101
H 24.01057 -36.86718 26.60190 0.098
H 25.47675 -34.52946 27.40221 0.137
H 25.16853 -35.17830 28.93166 0.119
H 22.32885 -35.53020 26.78995 0.121
H 23.04349 -34.05117 26.15707 0.143
H 20.46371 -34.07050 26.56096 0.122
H 21.21531 -32.75394 27.37384 0.117
H 20.15247 -35.36468 28.52395 0.116
H 19.60205 -33.77236 28.89668 0.124
H 21.20153 -34.69200 30.81817 0.119
H 21.64550 -33.20664 30.04156 0.104
H 22.70684 -36.01979 29.46106 0.127
H 23.58396 -34.81675 30.37424 0.132
H 24.16278 -32.48129 27.50130 0.116
H 24.60688 -32.89574 29.23729 0.114
H 22.98867 -32.36505 28.74824 0.093
C 21.41009 -22.50231 35.61590 -0.084
C 21.89982 -23.76229 34.89666 -0.242
C 23.24891 -24.22510 35.40888 -0.137
N 24.02224 -25.31007 34.55117 -0.193
C 23.08227 -26.48746 34.20860 -0.085
C 23.89099 -27.57705 33.59098 -0.198
C 24.98219 -28.04035 34.48070 -0.213
C 25.96954 -26.95460 34.85940 -0.161
C 25.25732 -25.74407 35.44794 -0.090
C 24.57385 -24.53785 33.31322 0.052
H 22.07216 -21.64777 35.47623 0.080
H 21.39765 -22.47496 36.70549 0.083
H 20.45191 -22.26364 35.15435 0.082
H 21.94914 -23.63279 33.81551 0.113
H 21.25675 -24.60726 35.14282 0.108
H 23.06806 -24.55241 36.43273 0.134
H 23.96115 -23.40053 35.43907 0.125
H 22.56517 -26.88656 35.08121 0.147
H 22.36921 -26.01529 33.53279 0.133
H 23.26810 -28.44922 33.39242 0.134
H 24.35613 -27.37147 32.62688 0.130
H 24.54457 -28.49068 35.37166 0.125
H 25.48549 -28.86903 33.98263 0.126
H 26.57156 -27.44123 35.62677 0.128
H 26.58137 -26.57855 34.03943 0.120
H 24.87535 -25.99322 36.43796 0.126
H 25.90980 -24.90813 35.70008 0.135
H 25.19399 -25.23417 32.74872 0.093
H 25.18834 -23.67803 33.58010 0.118
H 23.75800 -24.41752 32.60047 0.111
Cl 23.62654 -22.63123 25.48810 -0.996
O 21.29063 -26.97449 28.81993 0.069
C 20.01074 -27.26407 28.84553 -0.993
O 19.56126 -28.26935 29.38919 -0.087
O 19.23935 -26.47446 28.29797 -0.085
H 21.16745 -26.15364 28.33760 0.097
```

Output
HOMO energy: -7.33 eV
frontier orbital gap: 4.08 eV
total energy: -2362.5831 Eh
charge: +2